(1)
Below is a molecular structure, C54H39CoF5N6PSe in a non-equilibrium geometry, with properties calculated with ωB97M-V/def2-TZVPD.

The LUMO energy (spin up / spin down) is -0.1925 / -0.2304 Eh. The value obtained for the highest occupied orbital energy (spin up / spin down) is -12.66 / -12.66 eV. The calculation puts the molar mass at 1035.80 u. Its energy above the lowest of the compared OMol25 structures with the same formula, charge and spin is 0.0 kcal/mol. The value obtained for the frontier orbital gap (spin up / spin down) is 7.4260 / 6.3927 eV.

```
! RIJCOSX wB97M-V def2-TZVPD def2/J DEFGRID3
* xyz 2 5
Co -21.19251 -2.13651 -11.16550
C -26.08482 -0.55968 -10.23730
N -24.71963 -0.79702 -9.82767
C -23.76166 -1.43705 -10.65715
N -22.52081 -1.14215 -10.18957
C -22.67533 -0.16878 -9.16824
C -24.05128 -0.03236 -8.86657
C -24.68523 0.80587 -7.89666
C -25.69640 0.37026 -7.01739
C -26.48052 1.32705 -6.39358
C -26.23173 2.73066 -6.56073
C -25.15635 3.13356 -7.27078
C -24.45668 2.22785 -8.03521
C -21.48231 0.22253 -8.44728
C -21.46411 0.41577 -7.04984
C -20.30638 0.81781 -6.39426
C -19.14314 0.98494 -7.08491
C -19.04159 0.68077 -8.47963
C -20.22330 0.33061 -9.13091
P -24.14255 -2.71196 -11.87912
C -22.96218 -2.22239 -13.18033
N -21.76650 -1.75222 -12.91457
C -21.11386 -1.36793 -14.11332
C -21.90237 -1.71866 -15.16269
N -23.12913 -2.21347 -14.56363
C -24.29688 -2.75099 -15.19765
C -21.55852 -1.84662 -16.56959
C -20.26159 -2.34483 -16.97025
C -19.89901 -2.47253 -18.27724
C -20.87767 -2.19021 -19.25174
C -22.08537 -1.67135 -18.93601
C -22.40992 -1.42330 -17.61766
C -19.84428 -0.67621 -14.00491
C -19.22749 0.05858 -15.11475
C -18.12737 0.82076 -14.85708
C -17.51873 0.80089 -13.59324
C -18.10125 0.18688 -12.52139
C -19.27701 -0.56180 -12.72202
C -23.14210 -4.05016 -11.17312
N -21.78730 -3.96819 -11.15008
C -21.32908 -5.21933 -10.79787
C -22.42225 -6.07263 -10.65630
N -23.58132 -5.29946 -10.77469
C -24.96361 -5.74467 -10.88625
C -22.44089 -7.44907 -10.14769
C -21.76982 -7.79150 -8.98024
C -21.88262 -8.99260 -8.30293
C -22.84043 -9.90950 -8.76961
C -23.45279 -9.63789 -9.98283
C -23.19771 -8.48973 -10.74895
C -19.91539 -5.48511 -10.77307
C -18.96276 -4.36483 -10.81291
C -17.63551 -4.54284 -10.55281
C -17.11461 -5.84305 -10.37569
C -17.98157 -6.89368 -10.40960
C -19.33791 -6.74987 -10.69143
H -26.14955 -0.17477 -11.26587
H -26.61063 0.09103 -9.52405
H -26.64498 -1.50364 -10.34643
H -25.87130 -0.70608 -6.76418
H -27.26528 1.02707 -5.72490
H -26.89134 3.43210 -6.08170
H -24.92109 4.20810 -7.40493
H -23.70626 2.61127 -8.74064
H -22.38379 0.27987 -6.49183
H -20.34127 1.08597 -5.34005
H -18.25137 1.45427 -6.61264
H -18.10978 0.94049 -8.94840
H -20.31457 0.20289 -10.22389
H -24.05590 -3.71877 -15.63833
H -24.70414 -2.07860 -15.95715
H -25.01231 -2.88867 -14.34043
H -19.61864 -2.84141 -16.24431
H -18.95565 -2.88669 -18.64728
H -20.58748 -2.30145 -20.33248
H -22.75081 -1.39994 -19.73649
H -23.43028 -1.09171 -17.30931
H -19.56986 -0.08269 -16.12711
H -17.85092 1.39539 -15.75943
H -16.63565 1.45194 -13.50117
H -17.68359 0.06730 -11.56225
H -19.72730 -1.16122 -11.89966
H -25.62509 -4.90419 -10.79650
H -25.17962 -6.55204 -10.16802
H -25.16224 -6.16110 -11.89838
H -21.08369 -7.07762 -8.57010
H -21.25376 -9.15041 -7.42844
H -23.03084 -10.84473 -8.24091
H -24.17103 -10.37595 -10.34389
H -23.71328 -8.26406 -11.76981
H -19.37377 -3.36177 -11.19241
H -16.97013 -3.68180 -10.48658
H -16.09692 -6.06812 -10.16634
H -17.59843 -7.91465 -10.27886
H -19.84572 -7.68857 -10.87003
F -16.94045 -3.01115 -2.82550
C -18.16418 -2.79130 -3.37351
C -19.31469 -3.14160 -2.59302
F -19.10765 -3.62564 -1.31589
C -20.55014 -3.12113 -3.14320
F -21.62333 -3.28727 -2.33624
C -20.77515 -3.03803 -4.55142
Se -22.39830 -3.06421 -5.44799
C -19.59929 -2.61322 -5.26549
F -19.77274 -2.43089 -6.59967
C -18.35627 -2.48672 -4.71065
F -17.33231 -2.19583 -5.52172
*
```

Mulliken population analysis, charges in e, atoms 1 to 99: -1.402 -0.971 0.531 -0.076 0.396 -0.387 0.596 0.113 -0.343 -0.545 -0.491 -0.772 -0.180 0.147 -0.122 -1.237 -0.502 -1.031 -0.039 -0.362 -0.241 0.085 0.232 0.580 0.404 -0.865 0.148 -0.164 -0.825 -0.299 -0.849 -0.314 1.127 -0.560 -0.660 -0.717 -1.210 1.500 -0.274 0.753 -0.122 0.265 0.443 -0.942 0.239 -0.341 -0.753 -0.488 -0.572 -0.296 0.963 -0.488 -0.471 -0.709 -0.693 -0.360 0.358 0.369 0.324 0.406 0.435 0.441 0.353 0.385 0.806 0.466 0.394 0.475 0.691 0.308 0.345 0.341 0.402 0.415 0.320 0.410 0.357 0.426 0.396 0.356 0.641 -0.593 0.391 0.344 0.362 0.523 0.422 0.424 0.375 0.329 -0.009 0.443 0.476 0.395 0.627 -0.238 0.437 0.302 -0.256

(2)
Below is a molecular structure, C23H29BN6O2Pt, with properties calculated with ωB97M-V/def2-TZVPD.

The LUMO energy is 0.0037 Eh. The value obtained for the highest occupied orbital energy is -7.85 eV. The calculation puts the molar mass at 627.42 u. Its energy above the lowest of the compared OMol25 structures with the same formula, charge and spin is 0.0 kcal/mol. The value obtained for the frontier orbital gap is 7.9479 eV.

```
! RIJCOSX wB97M-V def2-TZVPD def2/J DEFGRID3
* xyz 0 1
Pt -0.64308 0.23028 0.96355
C -2.10309 -2.65852 2.16964
C -1.88192 -2.52338 0.70281
C -2.16731 -3.44545 -0.30779
C -1.78951 -2.84218 -1.49207
C -1.86484 -3.38316 -2.87963
N -1.29780 -1.62369 -1.19979
N -1.37034 -1.43251 0.14261
B -0.76462 -0.52926 -2.17511
N -1.44858 0.81528 -1.78793
N -1.55765 1.25090 -0.50671
C -2.24562 2.39048 -0.50396
C -2.60453 3.12238 0.74450
C -2.56603 2.71850 -1.82593
C -2.05104 1.69797 -2.60309
C -2.10043 1.53771 -4.08418
N 0.75689 -0.42264 -2.17600
N 1.42789 -0.02604 -1.06741
C 2.71335 -0.07247 -1.36067
C 3.73767 0.31035 -0.34220
C 2.89789 -0.52124 -2.68421
C 1.62710 -0.73559 -3.16933
C 1.21519 -1.19460 -4.52904
H -2.95535 -3.31221 2.35087
H -2.29287 -1.68639 2.62205
H -1.22637 -3.08350 2.65848
H -2.59805 -4.42511 -0.18892
H -2.34594 -4.35930 -2.86062
H -0.87103 -3.50124 -3.31246
H -2.43647 -2.72567 -3.53381
H -1.13429 -0.82130 -3.27461
H -2.32791 2.54844 1.62143
H -3.67944 3.30567 0.77215
H -2.09836 4.08794 0.78710
H -3.11351 3.58027 -2.16745
H -2.61989 2.38882 -4.52014
H -2.62558 0.62608 -4.37025
H -1.09750 1.49013 -4.51022
H 3.23898 0.69612 0.54645
H 4.41454 1.07617 -0.72445
H 4.34291 -0.54899 -0.04773
H 3.82467 -0.65863 -3.21718
H 2.10091 -1.30885 -5.15175
H 0.54830 -0.47995 -5.01310
H 0.69826 -2.15455 -4.49864
C 1.41447 3.45354 2.90532
C 0.95182 2.04110 2.65893
O 0.18631 1.92335 1.67647
C 1.38396 0.97064 3.51391
C 2.22769 1.28791 4.61328
C 2.69307 0.34279 5.47765
C 2.32709 -1.00282 5.27057
C 1.52103 -1.35738 4.23111
C 1.01107 -0.39452 3.31222
O 0.26520 -0.85595 2.37026
H 0.98762 4.09242 2.13750
H 2.50171 3.51797 2.86684
H 1.09207 3.80157 3.88710
H 2.51070 2.31866 4.77201
H 3.33194 0.61804 6.30486
H 2.69067 -1.76697 5.94693
H 1.23800 -2.38743 4.05976
*
```

Okay, here come the Mulliken numbers, in e, for every atom: 1.289 -1.392 1.004 -1.354 0.863 -1.247 0.768 -0.510 -0.692 0.829 -0.767 0.883 -1.352 -1.324 0.891 -1.266 1.085 -0.522 0.612 -1.114 -1.366 0.818 -1.190 0.437 0.256 0.125 0.470 0.354 0.160 0.266 -0.216 0.195 0.394 0.274 0.465 0.355 0.250 0.211 0.138 0.327 0.264 0.457 0.338 0.199 0.165 -1.812 1.602 -0.802 0.457 -0.782 -0.918 -0.379 -0.785 0.558 -0.728 0.299 0.434 0.454 0.382 0.388 0.390 0.411

(3)
Below is a molecular structure, C21H21HfN4SSb in a non-equilibrium geometry, with properties calculated with ωB97M-V/def2-TZVPD.

The LUMO energy is -0.5166 Eh. The value obtained for the highest occupied orbital energy is -22.04 eV. The calculation puts the molar mass at 661.74 u. The value obtained for the frontier orbital gap is 7.9833 eV.

```
! RIJCOSX wB97M-V def2-TZVPD def2/J DEFGRID3
* xyz 4 1
Hf 0.00823 -0.08071 -0.45938
C 2.99110 -1.12390 -1.04424
C 2.87557 -0.71379 0.39463
C 3.89441 -0.92578 1.29960
C 3.75362 -0.47067 2.60070
C 2.60318 0.24339 2.97146
C 1.60700 0.44291 2.05114
N 1.73221 -0.07694 0.78612
Sb -0.01362 1.82225 2.59478
C -1.62533 0.44165 2.03169
C -2.63228 0.24283 2.94006
C -3.77807 -0.47231 2.55698
C -3.90085 -0.93168 1.25620
C -2.87010 -0.72325 0.36297
C -2.97843 -1.13677 -1.07536
N -1.73267 -0.08154 0.76565
C -0.00916 2.77735 0.60731
C -0.02073 4.14977 0.52851
C -0.01886 4.76743 -0.73210
C -0.00531 3.99869 -1.89231
C 0.00492 2.63161 -1.76657
C 0.01991 1.64420 -2.90364
N 0.00254 2.04372 -0.54508
H 3.89122 -0.69943 -1.49196
H 2.15435 -0.76025 -1.65965
H 3.04101 -2.20684 -1.16261
H 4.80003 -1.42615 0.97832
H 4.54783 -0.63264 3.32125
H 2.51964 0.65206 3.97096
H -2.56092 0.65337 3.93975
H -4.58136 -0.63246 3.26786
H -4.80162 -1.43486 0.92514
H -3.84671 -0.66705 -1.54063
H -3.08825 -2.21630 -1.18525
H -2.11031 -0.83630 -1.67923
H -0.03054 4.75511 1.42595
H -0.02758 5.84937 -0.80295
H -0.00294 4.46349 -2.87030
H 0.01916 2.11897 -3.88640
H -0.89021 1.01779 -2.91645
H 0.94198 1.03647 -2.90747
S 0.00374 -4.64912 -0.14298
C 0.03784 -4.32393 -1.82169
C 0.02182 -2.99467 -2.04870
N 0.00048 -2.22718 -0.88485
C -0.00961 -3.02001 0.20195
H 0.06037 -5.12204 -2.55214
H 0.03249 -2.52642 -3.02309
H -0.02919 -2.63942 1.21607
*
```

Okay, here come the Mulliken numbers, in e, for every atom: -1.945 -0.849 1.226 -0.824 -0.462 -0.614 0.337 0.322 1.066 0.346 -0.613 -0.470 -0.824 1.220 -0.874 0.308 0.281 -0.651 -0.348 -0.966 1.411 -1.830 0.079 0.502 0.003 0.373 0.563 0.481 0.480 0.481 0.481 0.562 0.485 0.387 0.000 0.474 0.478 0.547 0.513 0.479 0.457 0.088 -0.369 -0.698 0.887 -0.251 0.493 0.436 0.343